The following is a DFT calculation (ωB97M-V with the def2-TZVPD basis set) of 3 unconnected molecules or ions with the total composition C18H41N2O at a distorted geometry.

Structure (XYZ):
```
62
Properties=species:S:1:pos:R:3
C 1.564 -1.845 4.741
C 1.261 -0.967 3.528
N 1.181 0.489 3.734
C 2.011 0.980 4.875
C 3.524 0.750 4.722
N 4.220 0.788 5.989
C -0.169 0.921 3.896
C -0.979 0.422 5.074
O -0.669 1.710 3.117
H 1.570 -2.888 4.415
H 2.540 -1.636 5.174
H 0.825 -1.757 5.534
H 0.298 -1.294 3.117
H 1.991 -1.184 2.747
H 1.869 2.064 4.918
H 1.676 0.596 5.844
H 3.683 -0.206 4.181
H 3.931 1.555 4.105
H 3.737 0.131 6.608
H -0.583 0.876 5.983
H -2.011 0.740 4.956
H -0.940 -0.657 5.188
C 3.379 1.659 0.567
C 1.929 2.134 0.541
C 0.976 1.141 -0.116
C 1.258 0.850 -1.591
C 1.247 2.072 -2.507
C -0.103 2.781 -2.551
H 3.786 1.533 -0.441
H 4.011 2.377 1.090
H 3.461 0.706 1.092
H 1.869 3.108 0.044
H 1.595 2.287 1.569
H -0.048 1.507 -0.001
H 1.017 0.199 0.439
H 0.511 0.136 -1.954
H 2.225 0.347 -1.686
H 1.510 1.752 -3.521
H 2.023 2.778 -2.200
H -0.889 2.098 -2.884
H -0.078 3.626 -3.242
H -0.386 3.166 -1.570
C -0.671 -1.193 -4.622
C -1.669 -1.276 -3.470
C -2.476 -2.573 -3.453
C -3.356 -2.799 -4.684
C -4.369 -1.689 -4.961
C -5.383 -1.497 -3.838
H -1.173 -1.212 -5.591
H -0.097 -0.267 -4.565
H 0.033 -2.027 -4.586
H -2.341 -0.414 -3.505
H -1.124 -1.198 -2.527
H -3.095 -2.592 -2.552
H -1.787 -3.418 -3.361
H -3.894 -3.745 -4.557
H -2.724 -2.930 -5.567
H -4.903 -1.931 -5.884
H -3.849 -0.746 -5.149
H -5.937 -2.420 -3.652
H -6.104 -0.720 -4.095
H -4.901 -1.200 -2.906
```

## Properties
**Strongest force on any atom**: 0.0246 Eh/bohr
**M**: 301.5 g mol⁻¹
**Total charge**: -1
**Calculated total energy**: -895.133555 a.u.

---

The following is a DFT calculation (ωB97M-V with the def2-TZVPD basis set) of a molecular structure, C18H41N2P3RuS2 at a distorted geometry.

Structure (XYZ):
```
67
Properties=species:S:1:pos:R:3
Ru -0.260 0.207 -0.567
P -0.902 -1.394 0.975
P 1.361 -1.213 -1.271
P -1.892 1.488 0.278
H -1.560 2.017 -4.754
C -1.673 2.551 -3.819
C -0.754 3.466 -3.445
H -0.064 3.898 -4.197
C -2.290 -2.367 0.234
C 0.075 -2.844 1.624
C -1.605 -0.920 2.625
C 2.589 -0.796 -2.577
C 2.580 -1.992 -0.127
C 0.480 -2.617 -2.065
C -1.986 3.018 -0.673
C -1.958 2.318 1.918
C -3.572 0.812 -0.016
H -2.702 2.594 -3.453
H -0.854 4.035 -2.522
H -2.731 -3.041 0.983
H -1.907 -2.976 -0.595
H -3.076 -1.702 -0.139
H -0.455 -3.325 2.460
H 1.059 -2.542 2.002
H 0.214 -3.606 0.850
H -1.774 -1.819 3.234
H -2.571 -0.418 2.530
H -0.901 -0.282 3.172
H 3.474 -1.432 -2.484
H 2.902 0.247 -2.472
H 2.153 -0.939 -3.570
H 2.236 -2.978 0.198
H 2.791 -1.342 0.732
H 3.516 -2.122 -0.684
H 1.146 -3.002 -2.844
H -0.435 -2.253 -2.550
H 0.237 -3.420 -1.359
H -2.762 3.698 -0.303
H -2.199 2.733 -1.701
H -1.017 3.522 -0.625
H -2.795 3.030 1.886
H -1.029 2.872 2.110
H -2.135 1.621 2.737
H -4.275 1.649 -0.110
H -3.901 0.168 0.806
H -3.589 0.246 -0.955
C 0.297 0.165 -4.662
C -0.965 -0.294 -4.291
C -1.601 -1.309 -4.989
C -0.931 -1.893 -6.074
C 0.363 -1.461 -6.434
C 0.973 -0.407 -5.761
S 1.116 1.523 -3.892
H 1.060 2.275 -4.969
H -1.424 0.201 -3.444
H -2.605 -1.621 -4.692
H -1.400 -2.702 -6.637
H 0.891 -1.971 -7.256
H 1.975 -0.027 -6.008
N 1.227 2.532 2.927
C 1.350 1.340 2.292
N 1.467 0.257 3.061
S 1.394 1.336 0.561
H 1.484 2.595 3.914
H 1.432 3.378 2.393
H 1.566 -0.680 2.682
H 1.546 0.354 4.070
```

## Properties
**Strongest force on any atom**: 0.0626 Eh/bohr
**2S+1**: 5
**M**: 543.7 g mol⁻¹
**Total charge**: +4
**ΔE to the lowest compared entry with this formula, charge and spin**: 21.0 kcal/mol
**Calculated total energy**: -2733.604781 a.u.
**<S²>**: 6.0399

---

The following is a DFT calculation (ωB97M-V with the def2-TZVPD basis set) of 3 unconnected molecules or ions with the total composition C18H41NO10P2 at a distorted geometry.

Structure (XYZ):
```
72
Properties=species:S:1:pos:R:3
C 0.089 2.318 6.633
C -0.093 0.817 6.513
O -0.697 0.460 5.273
P 0.199 -0.017 3.991
O 1.331 -0.802 4.532
O -0.769 -1.150 3.349
C -0.280 -2.457 3.030
C -0.648 -3.443 4.118
O -0.413 1.046 2.925
C 0.008 2.414 2.955
C 1.514 2.567 2.894
H 0.806 2.683 5.893
H 0.460 2.585 7.623
H -0.855 2.837 6.462
H 0.862 0.309 6.654
H -0.764 0.467 7.299
H 0.794 -2.440 2.857
H -0.749 -2.751 2.091
H -0.295 -3.105 5.092
H -0.221 -4.426 3.911
H -1.733 -3.541 4.189
H -0.409 2.908 3.836
H -0.439 2.894 2.083
H 1.996 2.096 3.758
H 1.792 3.620 2.882
H 1.912 2.090 1.997
C -5.145 1.438 -2.328
C -4.248 1.405 -3.551
O -3.158 2.316 -3.425
P -1.688 1.824 -2.912
O -1.480 0.466 -3.467
O -0.705 2.743 -3.822
C 0.359 2.166 -4.579
C -0.047 2.011 -6.030
O -1.538 2.911 -1.717
C -2.258 2.727 -0.493
C -2.022 1.363 0.119
H -4.614 1.069 -1.447
H -6.025 0.812 -2.478
H -5.472 2.456 -2.115
H -3.901 0.388 -3.737
H -4.816 1.719 -4.428
H 0.673 1.213 -4.155
H 1.209 2.847 -4.505
H -0.969 1.437 -6.120
H 0.735 1.510 -6.602
H -0.235 2.989 -6.476
H -3.322 2.912 -0.657
H -1.908 3.502 0.189
H -2.369 0.566 -0.549
H -2.553 1.267 1.066
H -0.960 1.198 0.300
O 3.370 -0.381 -1.518
C 3.636 -1.458 -1.989
N 4.984 -1.983 -2.004
C 4.744 -3.417 -1.675
C 3.387 -3.783 -2.333
C 2.710 -2.460 -2.677
C 1.205 -2.293 -2.467
C 0.562 -3.202 -1.437
O 0.825 -2.800 -0.093
H 5.365 -2.007 -2.945
H 4.665 -3.408 -0.590
H 5.603 -4.021 -1.945
H 3.405 -4.570 -3.082
H 2.875 -4.277 -1.504
H 2.856 -2.204 -3.731
H 0.701 -2.492 -3.413
H 0.942 -1.264 -2.210
H 0.773 -4.258 -1.573
H -0.521 -3.104 -1.580
H 0.972 -1.852 -0.152
```

## Properties
**Strongest force on any atom**: 0.1219 Eh/bohr
**M**: 493.5 g mol⁻¹
**SMILES**: CCOP(=O)(OCC)OCC.CCOP(=O)(OCC)OCC.O=C1NCC[C@H]1CCO
**ΔE to the lowest compared entry with this formula, charge and spin**: 0.0 kcal/mol
**Calculated total energy**: -2200.412328 a.u.

---

The following is a DFT calculation (ωB97M-V with the def2-TZVPD basis set) of 3 unconnected molecules or ions with the total composition C18H42Br2N5O4 at a distorted geometry.

Structure (XYZ):
```
71
Properties=species:S:1:pos:R:3
C -0.574 3.931 -0.493
C -1.317 2.596 -0.505
N -0.638 1.599 -1.382
C -1.403 0.544 -1.780
N -2.552 0.106 -1.169
N -1.022 -0.124 -2.848
C 0.661 1.188 -0.903
Br 0.600 0.187 0.696
C 1.783 1.515 -1.531
C 1.842 2.328 -2.799
Br 3.434 1.009 -0.838
H -1.291 4.745 -0.583
H 0.080 3.994 -1.362
H 0.019 4.058 0.409
H -1.428 2.183 0.499
H -2.321 2.739 -0.907
H -3.381 0.571 -1.526
H -2.498 0.167 -0.157
H -1.268 -1.101 -2.950
H -0.449 0.338 -3.538
H 2.842 2.278 -3.221
H 1.626 3.376 -2.597
H 1.158 1.935 -3.550
C 6.028 3.723 6.386
O 5.595 2.583 5.667
C 4.250 2.207 5.923
C 3.432 2.312 4.657
N 3.273 3.704 4.261
C 2.674 3.895 2.949
C 3.469 3.427 1.735
O 4.654 4.153 1.504
C 5.815 3.661 2.153
H 7.077 3.877 6.144
H 5.464 4.620 6.107
H 5.935 3.570 7.465
H 3.816 2.824 6.714
H 4.249 1.167 6.264
H 2.443 1.876 4.829
H 3.938 1.710 3.888
H 4.182 4.150 4.274
H 2.484 4.964 2.827
H 1.698 3.394 2.938
H 2.840 3.592 0.852
H 3.680 2.352 1.775
H 5.787 2.572 2.250
H 5.951 4.100 3.144
H 6.672 3.937 1.541
C -3.041 -2.961 -4.490
O -2.516 -3.641 -3.366
C -2.974 -3.151 -2.111
C -3.794 -4.190 -1.383
N -5.062 -4.398 -2.064
C -5.855 -5.510 -1.545
C -5.301 -6.916 -1.725
O -5.231 -7.331 -3.074
C -4.026 -7.040 -3.750
H -2.579 -3.392 -5.375
H -4.126 -3.074 -4.567
H -2.807 -1.888 -4.459
H -3.554 -2.234 -2.246
H -2.087 -2.912 -1.508
H -3.991 -3.838 -0.366
H -3.191 -5.105 -1.313
H -4.880 -4.562 -3.047
H -6.828 -5.472 -2.040
H -6.036 -5.339 -0.479
H -5.993 -7.603 -1.232
H -4.327 -7.047 -1.236
H -3.167 -7.072 -3.072
H -4.054 -6.062 -4.244
H -3.890 -7.798 -4.519
```

## Properties
**Strongest force on any atom**: 0.0231 Eh/bohr
**M**: 552.4 g mol⁻¹
**Total charge**: +1
**Calculated total energy**: -6433.447468 a.u.

---

The following is a DFT calculation (ωB97M-V with the def2-TZVPD basis set) of 7 unconnected molecules or ions with the total composition C18H42ClN6O10 at a distorted geometry.

Structure (XYZ):
```
77
Properties=species:S:1:pos:R:3
Cl 18.909 -7.106 18.168
O 18.162 -7.932 17.216
O 18.604 -7.661 19.449
O 20.335 -7.103 17.920
O 18.394 -5.797 17.973
C 20.309 -9.467 12.822
C 19.117 -10.325 12.390
O 19.222 -11.027 11.439
N 18.032 -10.284 13.181
C 17.050 -11.337 13.167
H 19.920 -8.615 13.379
H 20.973 -9.147 12.019
H 20.821 -10.059 13.581
H 18.215 -9.695 13.981
H 16.603 -11.357 12.173
H 16.212 -11.199 13.851
H 17.363 -12.365 13.346
C 15.280 -14.161 22.260
C 15.156 -13.064 23.289
O 14.049 -12.917 23.848
N 16.232 -12.350 23.584
C 17.462 -12.224 22.781
H 14.995 -13.760 21.287
H 14.745 -15.073 22.525
H 16.325 -14.446 22.144
H 16.050 -11.683 24.320
H 17.924 -13.195 22.603
H 18.281 -11.654 23.219
H 17.250 -11.781 21.808
C 19.626 -14.701 17.093
C 19.005 -13.517 17.737
O 17.813 -13.282 17.786
N 19.806 -12.546 18.280
C 21.244 -12.499 18.239
H 19.934 -15.473 17.799
H 20.562 -14.426 16.606
H 18.923 -15.177 16.410
H 19.327 -11.771 18.716
H 21.628 -12.391 17.225
H 21.794 -13.324 18.691
H 21.418 -11.525 18.697
C 17.954 -7.259 25.403
C 17.492 -8.147 26.595
O 16.462 -8.832 26.472
N 18.225 -7.994 27.711
C 17.940 -8.696 28.945
H 19.014 -7.080 25.585
H 17.406 -6.322 25.502
H 17.811 -7.724 24.428
H 19.146 -7.584 27.654
H 17.510 -9.689 28.806
H 17.330 -8.059 29.585
H 18.849 -8.812 29.535
C 9.392 -5.599 17.392
C 10.721 -5.425 18.178
O 10.693 -5.420 19.382
N 11.835 -5.245 17.404
C 13.210 -5.006 17.855
H 9.484 -5.509 16.310
H 8.727 -4.935 17.943
H 9.049 -6.619 17.566
H 11.763 -5.321 16.400
H 13.861 -5.479 17.119
H 13.355 -5.611 18.750
H 13.423 -3.939 17.910
C 16.598 -0.261 17.754
C 15.286 0.448 17.580
O 14.342 0.455 18.374
N 15.234 1.257 16.497
C 14.176 2.278 16.260
H 17.269 0.318 18.388
H 17.032 -0.489 16.781
H 16.489 -1.219 18.262
H 16.072 1.290 15.935
H 13.225 1.913 16.649
H 14.042 2.495 15.201
H 14.392 3.101 16.942
```

## Properties
**Strongest force on any atom**: 0.0669 Eh/bohr
**M**: 538.0 g mol⁻¹
**Total charge**: -1
**ΔE to the lowest compared entry with this formula, charge and spin**: 68.7 kcal/mol
**Calculated total energy**: -2252.035805 a.u.

---

The following is a DFT calculation (ωB97M-V with the def2-TZVPD basis set) of a molecular structure, C18H42N4O6Pt at a distorted geometry.

Structure (XYZ):
```
71
Properties=species:S:1:pos:R:3
Pt 0.026 -0.658 0.415
C -2.034 -3.666 2.755
C -0.875 -2.623 3.011
C -0.109 -2.823 4.281
O -0.004 -2.502 1.908
H -2.759 -3.403 1.984
H -2.790 -3.770 3.533
H -1.567 -4.641 2.617
H -1.392 -1.668 3.112
H 0.312 -1.878 4.625
H 0.772 -3.454 4.173
H -0.748 -3.256 5.051
C -2.202 2.931 2.094
C -2.658 1.957 0.861
C -2.885 2.829 -0.388
O -1.748 0.903 0.806
H -2.241 2.318 2.995
H -2.893 3.730 2.364
H -1.260 3.420 1.847
H -3.602 1.696 1.339
H -3.285 3.736 0.064
H -3.539 2.391 -1.141
H -1.923 3.215 -0.725
C 1.258 1.634 2.329
O 1.247 0.792 1.424
N 2.191 2.602 2.622
C 2.111 3.397 3.811
C 3.412 2.796 1.803
H 0.441 1.968 2.987
H 1.034 3.557 3.848
H 2.423 4.379 3.456
H 2.606 2.935 4.665
H 3.761 3.827 1.765
H 4.194 2.112 2.132
H 3.211 2.388 0.812
C -2.111 -1.229 -1.761
O -1.149 -1.652 -1.081
N -2.744 -1.936 -2.712
C -4.019 -1.531 -3.348
C -2.189 -3.262 -3.087
H -2.573 -0.262 -1.512
H -4.878 -1.816 -2.742
H -4.215 -2.073 -4.273
H -4.345 -0.497 -3.459
H -3.002 -3.967 -3.258
H -1.545 -3.128 -3.956
H -1.475 -3.677 -2.375
C 2.324 -2.497 -1.178
O 1.705 -1.711 -0.498
N 3.636 -2.687 -0.969
C 4.471 -3.666 -1.693
C 4.406 -1.659 -0.119
H 1.902 -3.040 -2.038
H 4.617 -4.601 -1.152
H 5.494 -3.311 -1.819
H 3.986 -3.891 -2.643
H 3.761 -1.201 0.630
H 5.301 -2.044 0.370
H 4.869 -0.992 -0.847
C 0.641 1.815 -1.654
O 0.469 0.633 -1.267
N -0.041 2.381 -2.677
C -0.858 1.568 -3.511
C 0.242 3.723 -3.006
H 1.439 2.464 -1.261
H -0.688 0.501 -3.370
H -0.934 1.896 -4.548
H -1.868 1.710 -3.127
H -0.458 4.251 -3.653
H 0.181 4.299 -2.083
H 1.161 3.918 -3.559
```

## Properties
**Strongest force on any atom**: 0.0705 Eh/bohr
**2S+1**: 4
**M**: 605.6 g mol⁻¹
**Total charge**: +1
**ΔE to the lowest compared entry with this formula, charge and spin**: 16.7 kcal/mol
**Calculated total energy**: -1500.327828 a.u.
**<S²>**: 3.7599

---

The following is a DFT calculation (ωB97M-V with the def2-TZVPD basis set) of a molecular structure, C18H42N6O7V at a distorted geometry.

Structure (XYZ):
```
74
Properties=species:S:1:pos:R:3
O 0.740 1.682 -1.652
V 0.514 0.591 -0.552
C -0.073 3.512 1.307
O 0.415 2.443 0.961
N -0.269 3.845 2.584
C -0.168 2.921 3.693
C -0.645 5.194 2.928
H -0.371 4.293 0.603
H 0.787 3.074 4.209
H -0.215 1.868 3.436
H -0.907 3.223 4.436
H 0.026 5.633 3.667
H -0.764 5.889 2.098
H -1.651 5.191 3.364
C -1.623 -1.017 -2.908
O -0.882 -0.420 -2.136
N -2.541 -0.446 -3.693
C -3.643 -1.212 -4.298
C -2.610 0.991 -3.940
H -1.514 -2.087 -3.128
H -4.486 -0.835 -3.710
H -3.563 -2.269 -4.050
H -3.808 -1.047 -5.358
H -2.421 1.132 -5.006
H -3.620 1.368 -3.771
H -1.848 1.506 -3.363
C -2.542 0.557 1.106
O -1.442 0.627 0.551
N -3.687 0.889 0.538
C -4.930 0.872 1.310
C -3.839 1.435 -0.796
H -2.661 0.243 2.149
H -5.515 0.008 0.977
H -5.595 1.707 1.096
H -4.797 0.747 2.381
H -4.338 2.399 -0.678
H -2.901 1.537 -1.331
H -4.527 0.850 -1.411
C 3.467 0.605 1.252
O 2.822 0.711 0.208
N 3.661 1.579 2.139
C 4.257 1.349 3.438
C 3.416 2.978 1.799
H 3.949 -0.330 1.577
H 4.716 0.368 3.534
H 3.573 1.536 4.266
H 5.055 2.086 3.563
H 2.937 3.520 2.607
H 4.399 3.402 1.561
H 2.933 3.106 0.834
C 0.228 -2.260 1.112
O 0.580 -1.114 0.833
N 1.067 -3.288 1.221
C 0.610 -4.627 1.545
C 2.497 -3.053 1.118
H -0.831 -2.493 1.268
H 0.349 -5.270 0.702
H -0.192 -4.648 2.279
H 1.463 -5.142 1.991
H 2.889 -3.607 0.263
H 2.705 -2.014 0.874
H 2.999 -3.299 2.052
C 2.311 -1.671 -2.428
O 1.737 -0.895 -1.673
N 1.876 -2.909 -2.733
C 2.671 -3.666 -3.697
C 0.701 -3.540 -2.210
H 3.317 -1.455 -2.799
H 3.223 -4.418 -3.131
H 3.333 -3.077 -4.330
H 2.066 -4.142 -4.472
H 0.998 -4.463 -1.704
H 0.155 -2.937 -1.490
H -0.024 -3.818 -2.978
```

## Properties
**Strongest force on any atom**: 0.0425 Eh/bohr
**2S+1**: 2
**M**: 505.5 g mol⁻¹
**Total charge**: +2
**ΔE to the lowest compared entry with this formula, charge and spin**: 0.0 kcal/mol
**Calculated total energy**: -2509.849255 a.u.
**<S²>**: 0.7871